Formula: C39H51B2NO17
Source: the OMol25 dataset
Level of theory: ωB97M-V with the def2-TZVPD basis set

Each line ends with the Löwdin charge.
Atoms and positions in Å:
C 2.2990 -1.5934 0.1877  -0.086
C 3.5015 -0.6864 0.4560  -0.262
C 4.4290 -0.5607 -0.7536  -0.201
C 3.7801 0.3060 -1.8665  -0.199
C 3.3777 -0.5278 -3.0678  -0.219
C 2.6707 0.3278 -4.1228  -0.194
C 1.2252 0.6230 -3.6662  -0.193
C 0.7058 1.9998 -4.0794  -0.188
C 0.8101 3.0915 -3.0132  -0.194
C 0.3380 2.7208 -1.5937  -0.197
C -0.9406 1.9016 -1.4845  -0.190
C -2.1190 2.4017 -2.3461  -0.184
C -2.8437 1.2515 -3.0434  -0.213
C -3.8012 0.4516 -2.1724  -0.200
C -4.7912 1.2761 -1.3232  -0.194
B -5.7156 2.2091 -2.1884  -0.006
B -7.3951 1.8194 -2.2493  -0.489
N -7.8797 0.4524 -2.0123  0.123
O -8.3236 2.8503 -2.4861  0.073
H 1.4528 -0.9799 -0.1076  0.068
H 2.4891 -2.2830 -0.6241  0.066
H 1.9787 -2.1446 1.0610  0.048
H 4.0672 -1.0078 1.3246  0.097
H 3.1365 0.3134 0.6735  0.096
H 5.3723 -0.1271 -0.4469  0.101
H 4.5756 -1.5593 -1.1519  0.101
H 2.9032 0.7607 -1.4223  0.080
H 4.4404 1.1025 -2.1949  0.112
H 4.2819 -0.9544 -3.4938  0.112
H 2.7127 -1.3319 -2.7721  0.105
H 2.6278 -0.1802 -5.0817  0.103
H 3.2356 1.2535 -4.2158  0.099
H 0.5882 -0.1209 -4.1375  0.110
H 1.1600 0.4425 -2.6028  0.076
H 1.3013 2.3318 -4.9270  0.092
H -0.3079 1.9346 -4.4517  0.093
H 1.8142 3.4993 -2.9719  0.106
H 0.1856 3.9189 -3.3404  0.097
H 1.1708 2.2377 -1.0905  0.087
H 0.1825 3.6528 -1.0571  0.108
H -0.7845 0.8459 -1.6685  0.095
H -1.2563 1.9667 -0.4489  0.085
H -2.7910 2.9492 -1.6962  0.085
H -1.8125 3.1035 -3.1132  0.099
H -2.0710 0.5662 -3.3824  0.098
H -3.3384 1.6041 -3.9420  0.108
H -4.4005 -0.1704 -2.8344  0.109
H -3.2741 -0.2454 -1.5324  0.111
H -4.2100 1.8274 -0.5833  0.070
H -5.4019 0.5740 -0.7663  0.086
H -5.3074 3.1773 -2.7603  0.063
H -8.7513 0.5076 -1.4857  0.068
H -8.1395 -0.0007 -2.8873  0.075
H -8.3553 3.4263 -1.6992  0.100
O 3.6101 2.9106 -6.4863  0.098
C 4.5576 2.3737 -7.0277  -0.315
C 5.9329 2.8299 -6.8943  0.077
C 6.9118 2.1830 -7.5387  -0.239
O 8.1882 2.5421 -7.4632  0.115
C 6.6377 0.9887 -8.4077  -0.315
O 7.5806 0.4672 -8.9725  0.108
C 5.2651 0.5194 -8.5229  0.076
C 4.2864 1.1644 -7.8757  -0.239
O 3.0134 0.7912 -7.9313  0.110
H 6.1191 3.6911 -6.2685  0.136
H 8.6810 1.9107 -8.0250  0.122
H 5.0805 -0.3502 -9.1372  0.136
H 2.5197 1.4259 -7.3735  0.115
O 3.5778 -2.6542 7.4561  0.110
C 2.8761 -2.5681 6.4659  -0.313
C 2.7383 -1.3542 5.6745  0.076
C 1.9308 -1.3466 4.6068  -0.238
O 1.7589 -0.2784 3.8358  0.109
C 1.1481 -2.5601 4.1940  -0.310
O 0.4236 -2.4605 3.2224  0.106
C 1.3026 -3.7813 4.9715  0.082
C 2.1140 -3.7877 6.0357  -0.231
O 2.3041 -4.8658 6.7920  0.106
H 3.3039 -0.4862 5.9819  0.136
H 1.1297 -0.5472 3.1359  0.117
H 0.7443 -4.6539 4.6595  0.122
H 2.9268 -4.5984 7.4973  0.124
O -1.8798 -8.5463 10.4534  0.108
C -1.5120 -8.1398 9.3673  -0.316
C -0.1517 -8.2752 8.8701  0.076
C 0.1671 -7.7836 7.6657  -0.239
O 1.3835 -7.8672 7.1464  0.113
C -0.8421 -7.0834 6.8003  -0.306
O -0.4686 -6.6464 5.7270  0.098
C -2.2070 -6.9659 7.2887  0.077
C -2.5264 -7.4613 8.4909  -0.238
O -3.7505 -7.3910 8.9997  0.116
H 0.5673 -8.7772 9.5016  0.136
H 1.3323 -7.4228 6.2761  0.114
H -2.9288 -6.4738 6.6525  0.136
H -3.7040 -7.8202 9.8778  0.122
O -2.5871 3.0297 1.3545  0.105
C -3.3528 3.8692 1.7911  -0.303
C -4.4441 4.4044 1.0004  0.081
C -5.2548 5.3343 1.5168  -0.232
O -6.2757 5.8621 0.8495  0.115
C -5.0621 5.8553 2.9129  -0.312
O -5.8272 6.7124 3.3112  0.111
C -3.9744 5.3046 3.7135  0.079
C -3.1690 4.3700 3.1922  -0.235
O -2.1609 3.8231 3.8631  0.118
H -4.5508 4.0090 -0.0005  0.119
H -6.6887 6.5107 1.4543  0.122
H -3.8546 5.6770 4.7208  0.136
H -1.7419 3.1830 3.2542  0.122

Charge: 0
2S+1: 1
Frontier orbital gap, eV: 7.7874
E_HOMO, eV: -9.43
SMILES: CCCCCCCCCCCCCCCBB(N)O.O=C1C=C(O)C(=O)C=C1O.O=C1C=C(O)C(=O)C=C1O.O=C1C=C(O)C(=O)C=C1O.O=C1C=C(O)C(=O)C=C1O
LUMO, Eh: -0.0604

Formula: H6O6Si5
Source: the OMol25 dataset
Level of theory: ωB97M-V with the def2-TZVPD basis set

Each line ends with the Löwdin charge.
Atoms and positions in Å:
O 0.6289 -2.8043 -0.6708  -0.545
O 1.1297 2.8158 1.2095  -0.374
O 2.1533 -0.4483 -1.6539  -0.393
O -0.9203 0.0541 1.6812  -0.238
O -0.6759 1.1455 -0.6626  -0.330
O -2.9207 -0.0256 -0.0852  -0.118
Si 1.9209 -1.8497 1.0740  0.532
Si 1.3048 2.3085 -0.3534  0.519
Si 2.0146 0.1778 -0.0594  0.223
Si -0.4230 -2.3565 0.6303  0.459
Si -1.2590 -0.2961 0.0984  0.123
H 0.2743 -3.0104 -1.5367  0.049
H 1.2893 3.7545 1.2374  0.000
H 1.7422 -1.3412 -1.8099  0.021
H -1.4154 0.8073 1.9176  0.037
H -1.4140 1.7671 -0.6469  0.060
H -3.4297 -0.6987 -0.3694  -0.025

Charge: 0
2S+1: 3
Frontier orbital gap (spin up / spin down), eV: 5.1778 / 4.8352
E_HOMO (spin up / spin down), eV: -5.96 / -7.08
LUMO (spin up / spin down), Eh: -0.0287 / -0.0826

Formula: C3H9N2O
Source: the OMol25 dataset
Level of theory: ωB97M-V with the def2-TZVPD basis set

Each line ends with the Löwdin charge.
Atoms and positions in Å:
C -0.3657 1.8198 -0.1632  0.021
N -0.2244 0.4447 -0.1591  -0.130
C -1.3614 -0.4508 -0.1280  0.042
N 0.9106 -0.0352 0.0178  -0.211
C 1.2050 -1.4550 0.2368  0.067
O 1.8875 0.7526 -0.0619  0.091
H -0.1353 2.0685 -1.1653  0.120
H -1.2404 2.3134 0.2372  0.128
H 0.5098 2.2331 0.4041  0.134
H -1.4817 -0.9904 0.8292  0.126
H -2.2537 0.1446 -0.1658  0.113
H -1.2263 -1.2517 -0.7967  0.087
H 0.8801 -1.7922 1.2752  0.144
H 2.3187 -1.7311 0.0906  0.157
H 0.5771 -2.0704 -0.4509  0.110

Charge: +1
ΔE to the lowest compared entry with this formula, charge and spin, kcal/mol: 115.3
2S+1: 1
Frontier orbital gap, eV: 10.3907
E_HOMO, eV: -15.75
SMILES: CN(C)[N+](C)=O
LUMO, Eh: -0.1970

Formula: C44H27AsBrF3MoN10O3SSe
Source: the OMol25 dataset
Level of theory: ωB97M-V with the def2-TZVPD basis set

Each line ends with the Löwdin charge.
Atoms and positions in Å:
Mo 0.1226 -0.7145 0.1017  1.587
Se 2.4559 3.3263 6.3704  1.231
N 3.1379 1.9319 5.5006  -0.201
C 2.3434 1.6918 4.4865  -0.337
C 2.5649 0.6208 3.5175  -0.062
C 3.6641 -0.2448 3.5644  0.059
C 3.8045 -1.2056 2.5922  0.027
C 2.8402 -1.3061 1.5897  -0.083
N 1.7824 -0.4989 1.5523  -0.026
C 1.6486 0.4630 2.4906  -0.171
C 0.4999 1.3454 2.3379  -0.151
N -0.3057 1.1396 1.2566  -0.033
C -1.3601 1.9424 1.1066  -0.140
C -1.6572 2.9829 1.9804  0.019
C -0.8353 3.2059 3.0572  0.060
C 0.2701 2.3705 3.2436  -0.059
C 1.2088 2.5494 4.3525  -0.337
N 1.0781 3.4892 5.2567  -0.205
H 4.3876 -0.1359 4.3620  0.137
H 4.6394 -1.8908 2.5864  0.134
H 2.9069 -2.0572 0.8187  0.109
H -1.9974 1.7577 0.2602  0.033
H -2.5250 3.5954 1.7854  0.131
H -1.0192 4.0055 3.7624  0.137
F -5.3419 -2.2728 1.7497  0.136
C -4.8344 -1.6527 2.8227  -0.617
F -5.1899 -0.3566 2.7385  0.139
F -5.4022 -2.1655 3.9054  0.181
C -3.3249 -1.7813 2.8658  -0.096
C -2.7078 -2.3764 3.9441  0.058
C -1.3201 -2.4831 3.9643  0.013
C -0.6129 -1.9761 2.9051  -0.095
N -1.2037 -1.3803 1.8424  -0.064
C -2.5368 -1.2976 1.8127  -0.593
S -3.2596 -0.6243 0.3658  0.932
H -3.3086 -2.7609 4.7564  0.143
H -0.7977 -2.9598 4.7799  0.131
H 0.4616 -2.0665 2.8680  0.104
O -1.6701 -1.5651 -2.1254  0.103
N -1.1332 -1.1346 -1.2101  -0.325
N 4.9353 0.2704 -4.0257  0.173
C 4.4606 -0.2465 -3.1137  -0.339
N 3.9247 -0.8303 -2.0542  0.161
C 2.7812 -0.7797 -1.6040  -0.312
N 1.6896 -0.7494 -1.1437  -0.078
Br -4.2415 -5.2565 -0.6877  0.795
C -2.5034 -5.5959 -0.0505  -0.659
C -2.1081 -6.8873 0.2764  -0.146
N -0.8956 -7.1826 0.7399  0.107
C -0.0389 -6.1801 0.9004  -0.053
C -0.3413 -4.8586 0.5898  -0.116
C -1.6050 -4.5606 0.0942  -0.061
C 0.6588 -3.8036 0.8550  -0.517
O 1.6072 -3.9373 1.5858  0.112
O 0.4238 -2.6418 0.2221  -0.267
H -2.7990 -7.7125 0.1559  0.116
H 0.9402 -6.4293 1.2903  0.132
H -1.8876 -3.5493 -0.1647  0.078
C -3.4009 4.3959 -2.0420  -0.041
C -2.0801 4.8154 -2.0206  -0.043
C -1.0473 3.8850 -1.9776  -0.073
C -1.3558 2.5290 -1.9718  -0.378
C -2.6856 2.1050 -1.9736  -0.160
C -3.7075 3.0390 -2.0117  -0.044
As 0.0776 1.2535 -1.9640  1.408
C 0.0883 0.4178 -3.6860  -0.357
C 1.2978 -0.0391 -4.2143  -0.104
C 1.3226 -0.6533 -5.4543  -0.030
C 0.1428 -0.8216 -6.1685  -0.033
C -1.0585 -0.3610 -5.6509  -0.046
C -1.0919 0.2615 -4.4114  -0.100
C 1.7162 2.2358 -1.8196  -0.384
C 2.2270 2.8271 -2.9721  -0.094
C 3.4242 3.5284 -2.9050  -0.040
C 4.0961 3.6454 -1.6989  -0.039
C 3.5719 3.0710 -0.5474  -0.050
C 2.3829 2.3619 -0.6049  -0.109
H -4.1976 5.1258 -2.0811  0.121
H -1.8440 5.8703 -2.0394  0.120
H -0.0194 4.2248 -1.9565  0.105
H -2.9360 1.0489 -1.9364  0.066
H -4.7378 2.7115 -2.0215  0.121
H 2.2346 0.1196 -3.6951  0.055
H 2.2657 -0.9906 -5.8617  0.122
H 0.1656 -1.2990 -7.1381  0.122
H -1.9733 -0.4762 -6.2154  0.120
H -2.0338 0.6440 -4.0456  0.093
H 1.7135 2.7383 -3.9218  0.119
H 3.8355 3.9687 -3.8023  0.124
H 5.0348 4.1799 -1.6571  0.121
H 4.0988 3.1653 0.3929  0.113
H 1.9995 1.8929 0.2900  0.066

Charge: +2
2S+1: 3
Frontier orbital gap (spin up / spin down), eV: 6.2926 / 5.0295
E_HOMO (spin up / spin down), eV: -13.52 / -13.52
LUMO (spin up / spin down), Eh: -0.2656 / -0.3119

> What is the charge in the fourth record?

+2

> Look up the charge of the second one.

0

Please write out number 2 again, unchanged.
Formula: H6O6Si5
Source: the OMol25 dataset
Level of theory: ωB97M-V with the def2-TZVPD basis set

Each line ends with the Löwdin charge.
Atoms and positions in Å:
O 0.6289 -2.8043 -0.6708  -0.545
O 1.1297 2.8158 1.2095  -0.374
O 2.1533 -0.4483 -1.6539  -0.393
O -0.9203 0.0541 1.6812  -0.238
O -0.6759 1.1455 -0.6626  -0.330
O -2.9207 -0.0256 -0.0852  -0.118
Si 1.9209 -1.8497 1.0740  0.532
Si 1.3048 2.3085 -0.3534  0.519
Si 2.0146 0.1778 -0.0594  0.223
Si -0.4230 -2.3565 0.6303  0.459
Si -1.2590 -0.2961 0.0984  0.123
H 0.2743 -3.0104 -1.5367  0.049
H 1.2893 3.7545 1.2374  0.000
H 1.7422 -1.3412 -1.8099  0.021
H -1.4154 0.8073 1.9176  0.037
H -1.4140 1.7671 -0.6469  0.060
H -3.4297 -0.6987 -0.3694  -0.025

Charge: 0
2S+1: 3
Frontier orbital gap (spin up / spin down), eV: 5.1778 / 4.8352
E_HOMO (spin up / spin down), eV: -5.96 / -7.08
LUMO (spin up / spin down), Eh: -0.0287 / -0.0826